The following is a DFT calculation (wB97M-V/def2-TZVPD) of 11 unconnected molecules or ions with the total composition C44H100F6O22.

Calculated values
**Largest force on an atom**: 0.13118 hartree/bohr
**Charge**: 0
**Kohn-Sham gap**: 9.588 eV
**ΔE to the lowest compared entry with this formula, charge and spin**: 27.2 kcal/mol
**SMILES**: CCOC(=O)C(F)(F)F.CCOC(=O)C(F)(F)F.COCCOC.COCCOC.COCCOC.COCCOC.COCCOC.COCCOC.COCCOC.COCCOC.COCCOC
**HOMO**: -0.352 Ha
**2S+1**: 1

Cartesian coordinates (Å):
C: 3.078 0.026 2.113
C: 1.500 0.091 2.129
O: 1.050 0.674 0.885
C: 0.958 0.112 -0.325
O: 1.507 -0.989 -0.575
C: 0.149 0.781 -1.403
F: -0.547 1.775 -0.806
F: 0.871 1.142 -2.463
F: -0.708 -0.140 -1.853
H: 3.451 -0.257 3.097
H: 3.494 0.998 1.847
H: 3.463 -0.725 1.422
H: 1.301 0.741 2.981
H: 1.046 -0.897 2.202
C: 9.267 0.789 4.439
C: 8.364 1.761 3.646
O: 9.206 2.815 3.223
C: 8.614 3.900 2.706
O: 7.373 4.050 2.761
C: 9.711 4.784 2.141
F: 9.592 4.527 0.804
F: 9.507 6.056 2.471
F: 10.952 4.401 2.551
H: 10.087 0.416 3.825
H: 8.726 -0.130 4.664
H: 9.719 1.275 5.304
H: 7.639 2.187 4.338
H: 7.922 1.224 2.807
C: -5.488 1.348 5.176
O: -4.556 0.677 4.391
C: -3.749 1.442 3.500
C: -4.460 2.336 2.480
O: -5.064 3.450 3.133
C: -5.607 4.324 2.230
H: -4.932 2.194 5.581
H: -5.931 0.905 6.068
H: -6.369 1.627 4.598
H: -3.205 0.712 2.899
H: -2.963 1.950 4.059
H: -5.219 1.738 1.976
H: -3.620 2.562 1.823
H: -6.642 4.075 1.997
H: -5.153 4.226 1.244
H: -5.495 5.324 2.648
C: -6.360 0.059 -2.210
O: -7.390 -0.231 -1.255
C: -7.198 -1.558 -0.715
C: -8.303 -1.950 0.290
O: -9.627 -1.828 -0.226
C: -10.670 -2.491 0.507
H: -5.962 1.046 -1.974
H: -6.786 0.153 -3.209
H: -5.567 -0.681 -2.316
H: -6.228 -1.645 -0.224
H: -7.392 -2.344 -1.444
H: -8.228 -1.415 1.236
H: -8.025 -2.999 0.394
H: -10.413 -2.668 1.551
H: -11.119 -3.332 -0.022
H: -11.577 -1.886 0.524
C: -4.862 -2.662 -6.483
O: -5.177 -1.581 -7.425
C: -6.216 -1.862 -8.335
C: -6.468 -0.745 -9.263
O: -7.656 -0.560 -10.035
C: -7.941 -1.645 -10.881
H: -4.084 -2.401 -5.765
H: -4.396 -3.477 -7.037
H: -5.759 -3.031 -5.986
H: -7.155 -2.198 -7.897
H: -5.925 -2.671 -9.005
H: -5.712 -0.811 -10.044
H: -6.180 0.186 -8.774
H: -7.112 -1.819 -11.567
H: -8.818 -1.550 -11.521
H: -8.029 -2.616 -10.392
C: 7.429 1.940 -7.296
O: 6.406 1.538 -6.456
C: 5.878 2.564 -5.593
C: 4.896 1.852 -4.632
O: 5.502 1.388 -3.394
C: 5.452 2.337 -2.281
H: 7.966 1.069 -7.670
H: 8.213 2.593 -6.911
H: 7.097 2.351 -8.249
H: 5.587 3.385 -6.249
H: 6.708 2.843 -4.944
H: 4.572 0.980 -5.200
H: 4.036 2.509 -4.498
H: 4.472 2.606 -1.885
H: 6.009 3.167 -2.714
H: 6.125 1.978 -1.502
C: 0.183 -1.756 7.593
O: 0.021 -1.883 8.966
C: -0.761 -0.872 9.641
C: -0.281 0.638 9.639
O: 0.196 1.099 8.389
C: 0.514 2.542 8.404
H: 0.743 -0.907 7.199
H: -0.731 -1.546 7.037
H: 0.692 -2.625 7.177
H: -0.969 -1.260 10.639
H: -1.690 -0.920 9.074
H: 0.376 0.849 10.483
H: -1.184 1.213 9.844
H: 1.083 2.813 7.515
H: 1.215 2.743 9.214
H: -0.318 3.246 8.404
C: 5.442 -0.077 7.982
O: 5.772 -1.346 7.457
C: 6.277 -2.354 8.339
C: 5.999 -3.830 8.029
O: 6.392 -4.156 6.621
C: 6.310 -5.511 6.459
H: 4.570 -0.078 8.638
H: 5.210 0.525 7.104
H: 6.319 0.424 8.390
H: 5.797 -2.176 9.301
H: 7.336 -2.184 8.532
H: 4.958 -4.145 8.095
H: 6.455 -4.443 8.806
H: 5.260 -5.796 6.390
H: 6.862 -6.078 7.209
H: 6.851 -5.569 5.514
C: 0.441 -1.344 -7.376
O: 0.389 -1.556 -8.757
C: -0.921 -1.503 -9.331
C: -0.652 -1.689 -10.904
O: -1.921 -1.632 -11.512
C: -1.934 -1.552 -12.949
H: 1.408 -1.468 -6.887
H: -0.050 -2.195 -6.904
H: -0.140 -0.466 -7.093
H: -1.422 -0.562 -9.101
H: -1.541 -2.349 -9.036
H: -0.070 -2.607 -10.984
H: -0.040 -0.822 -11.152
H: -1.447 -2.403 -13.426
H: -1.510 -0.621 -13.326
H: -2.973 -1.674 -13.256
C: -0.431 -5.892 1.074
O: -1.054 -6.562 0.003
C: -2.097 -5.908 -0.601
C: -2.390 -6.261 -2.100
O: -3.335 -7.355 -2.377
C: -2.770 -8.628 -1.951
H: -0.955 -5.936 2.029
H: -0.120 -4.879 0.818
H: 0.506 -6.410 1.278
H: -1.940 -4.831 -0.557
H: -2.996 -5.890 0.015
H: -1.446 -6.487 -2.595
H: -2.614 -5.378 -2.699
H: -2.779 -8.562 -0.863
H: -1.726 -8.887 -2.124
H: -3.292 -9.518 -2.301
C: 1.388 6.366 0.147
O: 0.483 5.494 0.839
C: 0.611 5.494 2.305
C: 0.133 6.884 2.685
O: 1.284 7.741 2.762
C: 1.074 8.975 3.300
H: 2.403 6.126 0.465
H: 1.332 7.433 0.366
H: 1.412 6.295 -0.940
H: 1.596 5.306 2.733
H: -0.012 4.688 2.694
H: -0.430 6.944 3.617
H: -0.409 7.317 1.845
H: 0.678 8.805 4.302
H: 0.541 9.649 2.630
H: 1.986 9.569 3.358

These are the Mulliken partial charges, in e, on atoms 1 to 8: -1.150 -0.091 -0.221 0.388 -0.568 0.795 -0.206 -0.227